Entry 1:
Density functional theory data (wB97M-V/def2-TZVPD) for C12H13N in the gas phase.

The calculation puts the largest force on an atom at 4.7 eV/Å. As for the spin multiplicity: 1. Its LUMO energy is 0.86 eV. For the total energy, the calculation gives -519.7159 hartree. Its HOMO-LUMO gap is 10.2 eV. The SMILES is C=C[C@](C#N)(CC)c1ccccc1.

XYZ file:
```
26
Properties=species:S:1:pos:R:3:forces:R:3:mulliken_charge:R:1
C -1.9808 1.8633 -1.6146 -0.428 0.926 0.276 -0.82
C -1.4512 0.6401 -1.5185 -1.807 0.466 -0.336 -0.80
C -1.1248 -0.1676 -0.2637 3.117 0.171 -1.939 2.00
C -1.5474 -1.5281 -0.5957 0.678 2.279 1.015 -0.43
N -1.9995 -2.5431 -0.7839 -0.943 -2.629 -0.646 -0.53
C -1.6663 0.2908 1.0364 -1.476 -3.250 2.526 -1.07
C -1.2219 -0.6654 2.2824 2.368 -0.239 -4.091 -1.02
C 0.5427 -0.1481 -0.2621 -1.581 1.533 1.199 0.42
C 1.2545 -1.3044 -0.1473 0.474 -1.840 -0.211 -0.06
C 2.6317 -1.3677 -0.1960 1.914 2.400 -1.021 -0.68
C 3.4406 -0.1788 -0.3120 -4.208 -1.451 1.246 -0.66
C 2.6869 0.9908 -0.2356 1.076 2.290 -0.902 -0.42
C 1.2844 1.0534 -0.2080 -0.586 0.299 -0.371 -0.37
H -2.1335 2.4188 -2.5633 0.078 -1.058 0.370 0.26
H -2.3919 2.4792 -0.7918 0.899 -0.552 -0.002 0.23
H -1.5223 0.0407 -2.4329 1.054 0.251 0.126 0.33
H -2.7610 0.2163 1.0700 0.127 0.228 -0.523 0.43
H -1.4064 1.2627 1.1927 0.777 2.787 0.536 0.62
H -0.3086 -0.2994 2.7434 0.459 0.116 -0.359 0.28
H -1.8759 -0.6561 3.1075 -1.445 -0.753 0.398 0.41
H -0.9030 -1.6556 1.6777 -1.218 1.654 2.412 0.25
H 0.7915 -2.2753 -0.0297 -0.499 0.056 -0.288 0.30
H 3.1697 -2.2656 -0.3904 -0.055 -0.993 0.576 0.35
H 4.4764 -0.2715 -0.1963 1.379 0.286 -0.442 0.45
H 3.2188 1.9910 -0.3929 -0.704 -1.423 0.675 0.23
H 0.7973 2.0793 -0.1755 0.550 -1.554 -0.225 0.29
```
Forces are in eV/Å.

Entry 2:
Density functional theory data (wB97M-V/def2-TZVPD) for a molecular structure, C12H13N5O3S2Ti.

The calculation puts the largest force on an atom at 5.9 eV/Å. As for the spin multiplicity: 3. Its LUMO energy (alpha / beta) is -7.54 / -7.56 eV. For the total energy, the calculation gives -2609.9524 hartree. Its HOMO-LUMO gap (alpha / beta) is 5.6 / 5.6 eV. Its charge is +2. As for the expectation value of S²: 2.0108.

XYZ file:
```
36
Properties=species:S:1:pos:R:3:forces:R:3:mulliken_charge:R:1
Ti 0.0768 0.2114 0.6267 1.480 0.083 3.341 1.22
O -0.5100 -0.3340 -1.0139 -1.873 -1.260 -5.428 -0.62
C -0.3967 -0.1978 -2.3232 0.543 1.189 4.590 1.06
O 1.2235 1.2836 -0.6281 1.239 1.444 -1.034 -0.53
C 1.2621 1.4583 -1.8587 -0.022 0.085 0.947 0.46
O 2.0266 2.3076 -2.4916 -0.092 -0.294 0.060 -0.31
N 0.4761 0.7661 -2.7337 -0.388 -0.807 -0.055 0.19
C 1.7911 2.1845 -3.9349 0.588 1.184 -0.660 -0.43
C 0.8662 1.0259 -4.1198 -0.348 -1.091 -0.018 -0.63
H 2.7570 2.0295 -4.4314 -0.277 0.224 0.328 0.33
H 1.3109 3.0981 -4.3053 0.437 0.005 0.399 0.30
H 1.3761 0.1485 -4.5194 0.042 -0.020 0.020 0.39
H -0.0048 1.2143 -4.7404 0.003 0.284 0.011 0.44
C -1.0278 -0.9734 -3.2819 -0.554 -1.366 -1.834 -0.44
C -2.1719 -1.6695 -3.2003 -0.210 0.056 0.015 -0.79
H -0.4447 -1.0088 -4.2077 -0.344 -0.386 0.184 0.31
H -2.9303 -1.5347 -2.4247 0.553 -0.190 0.066 0.27
H -2.4216 -2.3735 -3.9960 -0.039 0.382 0.111 0.29
N -3.1879 0.8677 1.1284 -0.931 -0.019 0.092 -0.32
C -2.6511 0.1649 2.1432 0.297 -0.516 0.626 0.63
N -1.3398 -0.1327 2.1781 -1.783 0.083 0.862 -0.04
C -1.0258 -0.7974 3.4005 -3.642 0.227 0.267 -0.19
C -2.1182 -1.0520 4.2267 1.880 -0.011 -0.939 -0.46
S -3.5948 -0.4302 3.5292 1.321 0.253 -0.825 -0.11
C 0.3449 -1.0076 3.6169 3.297 -0.906 1.507 0.13
C 1.0127 -1.5256 4.7408 -1.706 0.639 -1.789 -0.47
S 2.7364 -1.3846 4.5487 -1.011 0.500 -1.203 -0.11
C 2.4547 -0.6246 2.9590 -0.118 0.003 0.237 0.62
N 1.1759 -0.5293 2.5641 1.042 -0.234 1.033 -0.16
N 3.4899 -0.1264 2.2441 0.838 -0.686 0.948 -0.37
H -4.1974 1.0913 1.0939 1.241 -0.210 -0.002 0.23
H -2.5676 1.1966 0.3946 -0.486 -0.016 0.281 0.08
H -2.0376 -1.6100 5.1785 -0.469 0.622 -0.754 0.36
H 0.4880 -1.9831 5.6020 0.821 0.423 -0.609 0.34
H 4.4726 -0.1969 2.5859 -1.489 0.148 -0.545 0.24
H 3.2864 0.4439 1.4493 0.160 0.180 -0.230 0.11
```
Forces are in eV/Å.

Entry 3:
Density functional theory data (wB97M-V/def2-TZVPD) for a gas-phase ion, C12H13O (charge +1).

The calculation puts the largest force on an atom at 6.3 eV/Å. As for the spin multiplicity: 1. Its LUMO energy is -4.58 eV. For the total energy, the calculation gives -539.9572 hartree. Its HOMO-LUMO gap is 8.2 eV. Its charge is +1.

XYZ file:
```
26
Properties=species:S:1:pos:R:3:forces:R:3:mulliken_charge:R:1
C 3.8912 0.0604 0.2905 0.502 0.395 0.392 -0.64
C 3.6545 -1.1297 -0.3707 -0.348 -1.404 -0.916 -0.35
C 2.8248 0.9053 0.4554 -0.330 0.256 0.635 -0.69
C 2.3970 -1.6013 -0.7032 -1.759 0.210 -1.644 -0.74
C 1.5519 0.5711 -0.0637 -0.588 -0.544 1.073 1.01
C 1.2868 -0.7390 -0.5452 3.882 2.207 1.177 0.54
C 0.4898 1.5186 0.1921 -0.285 0.336 -1.132 -0.21
C -0.8121 1.2409 -0.0298 0.279 -4.302 -0.925 0.53
C -1.0222 -0.5140 -0.5870 1.547 5.404 2.935 0.76
C -2.0194 2.0354 0.2573 -1.339 -0.601 0.103 -1.77
C -3.1369 -1.1597 0.7093 4.044 1.477 0.868 -0.99
C -2.3028 -1.1357 -0.6705 -1.426 -1.149 0.204 -0.83
O 0.0459 -1.1512 -0.7830 -1.321 -1.635 -0.751 -0.26
H 4.8962 0.3096 0.6786 -0.761 -0.173 -0.348 0.39
H 4.4285 -1.7762 -0.7291 0.731 -0.117 0.369 0.41
H 2.8868 1.7677 1.1539 0.067 -0.359 -1.045 0.31
H 2.2010 -2.4977 -1.3528 0.603 0.647 1.153 0.33
H 0.8472 2.5519 0.4032 -0.660 -0.791 0.286 0.39
H -2.0228 3.0416 -0.0912 0.632 0.864 -0.395 0.47
H -2.2739 2.0890 1.3187 0.349 -0.155 0.085 0.35
H -2.9187 1.6194 -0.2032 0.150 -0.207 -0.095 0.36
H -2.8720 -2.0005 1.3885 -0.041 0.376 -0.915 0.34
H -4.1302 -1.1607 0.4854 -2.729 -0.106 -0.575 0.37
H -2.8869 -0.2187 1.3048 -0.497 -1.208 -0.813 0.27
H -2.7256 -0.4557 -1.4245 -0.954 -0.264 0.156 0.34
H -2.2779 -2.1708 -1.0840 0.252 0.844 0.119 0.32
```
Forces are in eV/Å.

Entry 4:
Density functional theory data (wB97M-V/def2-TZVPD) for a molecular structure, C12H14AgCl4N2.

The calculation puts the largest force on an atom at 3.1 eV/Å. As for the spin multiplicity: 1. Its LUMO energy is -3.38 eV. For the total energy, the calculation gives -2562.6132 hartree. Its HOMO-LUMO gap is 1.1 eV. Its charge is -1.

XYZ file:
```
33
Properties=species:S:1:pos:R:3:forces:R:3:mulliken_charge:R:1
Ag -10.3843 -1.2362 -1.1055 -0.159 0.066 -0.142 0.95
C 5.8721 3.1118 1.1242 -0.061 -0.423 1.172 -0.96
N 4.7382 2.2309 0.8580 0.236 0.712 -0.937 0.06
C 3.6140 2.3222 1.6189 -1.207 -0.405 0.666 -0.20
C 2.5096 1.5553 1.4007 0.421 -0.079 -0.002 -0.75
C 2.4757 0.6653 0.3027 -2.590 -1.258 -0.636 0.91
C 3.6512 0.5348 -0.4160 2.023 0.867 -0.295 -0.84
C 4.7772 1.3338 -0.1402 -1.965 -2.092 -1.204 -0.18
C 1.2574 -0.1128 -0.1000 1.627 1.099 1.500 0.81
C -0.0409 0.3350 0.2702 -1.616 -2.092 -0.663 -0.82
C -1.1438 -0.5338 0.0554 1.420 1.580 0.440 -0.22
N -0.9889 -1.7434 -0.5352 -0.653 -0.037 -0.188 0.02
C 0.2253 -2.1489 -0.8921 2.387 -0.497 0.408 -0.21
C 1.3672 -1.4235 -0.6441 -0.843 0.417 -0.365 -0.86
C -2.0803 -2.7352 -0.6905 -0.723 1.926 0.160 -1.01
H 6.7997 2.8932 0.5952 -0.450 -0.507 -0.264 0.32
H 6.0075 2.8274 2.1677 0.816 1.110 0.276 0.39
H 5.6508 4.1654 0.9533 -0.251 -0.102 0.261 0.30
H 3.5426 2.9594 2.4881 0.833 0.299 -0.085 0.38
H 1.7514 1.5053 2.1682 -0.236 0.431 -0.148 0.42
H 3.6296 -0.1487 -1.2519 0.538 0.067 -0.098 0.36
H 5.6684 1.2184 -0.7392 0.102 0.297 0.179 0.35
H -0.2455 1.3102 0.6869 0.102 -0.041 0.067 0.47
H -2.1380 -0.2669 0.3821 -0.094 0.013 -0.173 0.44
H 0.3020 -3.1831 -1.1938 -0.032 0.061 -0.308 0.36
H 2.3348 -1.8673 -0.8262 -0.082 -0.056 -0.117 0.36
H -2.2876 -3.0916 0.3185 0.008 -0.872 -0.420 0.35
H -1.8682 -3.3987 -1.5289 0.211 -0.332 0.692 0.39
H -2.9557 -2.1671 -1.0051 -0.164 -0.061 0.060 0.38
Cl -14.8600 -0.1141 -0.3069 0.264 -0.046 -0.031 -0.69
Cl -7.5163 2.2338 -2.3737 -0.024 -0.240 0.126 -0.79
Cl -10.7638 -3.8400 -4.9425 0.094 0.130 0.246 -0.72
Cl -8.9014 -3.1909 3.3020 0.068 0.067 -0.178 -0.75
```
Forces are in eV/Å.

Entry 5:
Density functional theory data (wB97M-V/def2-TZVPD) for a molecular structure, C12H14AuF3N2O5S.

The calculation puts the largest force on an atom at 0.9 eV/Å. As for the spin multiplicity: 1. Its LUMO energy is 5.03 eV. For the total energy, the calculation gives -1784.7870 hartree. Its HOMO-LUMO gap is 6.2 eV. Its charge is -2.

XYZ file:
```
38
Properties=species:S:1:pos:R:3:forces:R:3:mulliken_charge:R:1
Au 0.7965 0.4427 -1.0333 -0.786 -0.348 -0.127 0.53
C -0.9836 -1.3853 2.8936 -0.030 -0.029 -0.023 -1.40
C -0.0624 -1.1211 1.7304 0.115 -0.123 -0.312 0.44
N 0.5545 -0.0060 1.5863 0.072 0.017 0.329 -0.26
O 0.2064 0.9485 2.5941 0.017 -0.105 -0.138 -0.55
C 0.0984 -2.1633 0.7093 -0.055 0.409 -0.112 0.56
C -0.2232 -3.5911 1.0186 0.004 -0.094 0.070 -1.50
N 0.4411 -1.8228 -0.5269 0.158 0.175 0.401 0.20
O 0.4735 -2.7355 -1.4101 -0.036 0.085 -0.027 -0.75
H -1.5306 -0.4793 3.1450 -0.010 0.048 -0.012 0.45
H -0.4152 -1.6841 3.7791 0.002 0.004 -0.008 0.28
H -1.6857 -2.1817 2.6504 0.026 0.004 0.021 0.31
H 0.4865 1.7661 2.1651 -0.059 -0.113 0.016 0.34
H 0.0143 -3.8385 2.0578 -0.032 -0.009 -0.023 0.36
H 0.3640 -4.2184 0.3478 0.027 -0.007 0.017 0.44
H -1.2785 -3.8463 0.8419 0.031 0.004 -0.017 0.25
C -0.3063 2.1721 -1.5539 0.192 -0.003 0.126 -1.68
C -1.3598 2.3629 -0.5298 0.107 -0.001 -0.089 0.81
C -2.4749 1.5085 -0.4355 -0.027 0.025 0.030 -0.31
C -3.4440 1.6758 0.5384 0.055 0.030 -0.030 -0.43
C -3.3535 2.7060 1.4756 0.093 -0.052 -0.077 -0.52
C -2.2626 3.5615 1.4026 0.056 -0.028 -0.097 -0.29
C -1.2927 3.3950 0.4188 -0.066 0.047 0.088 -0.59
H 0.3051 3.0713 -1.6556 -0.011 0.008 -0.030 0.34
H -0.7247 1.9071 -2.5280 -0.079 0.068 0.026 0.48
H -2.5381 0.6765 -1.1283 -0.008 -0.003 0.016 0.31
H -4.2775 0.9824 0.5810 -0.001 -0.011 0.000 0.34
H -4.0984 2.8172 2.2541 -0.022 0.016 -0.006 0.34
H -2.1622 4.3710 2.1187 0.016 -0.002 0.012 0.33
H -0.4481 4.0768 0.3775 -0.009 -0.002 0.012 0.29
F 3.7823 -2.5009 -4.2538 0.006 -0.153 -0.092 -0.27
C 3.5225 -1.2766 -3.7561 0.067 -0.042 0.144 0.58
F 4.0119 -0.4004 -4.6568 0.060 0.223 -0.119 -0.27
F 2.2049 -1.1152 -3.7374 -0.168 -0.079 0.016 -0.21
S 4.3095 -1.0557 -2.0805 -0.149 0.367 0.085 1.08
O 5.6220 -0.5458 -2.4393 0.039 -0.079 0.073 -0.68
O 4.2898 -2.3871 -1.5265 0.066 -0.058 0.040 -0.67
O 3.4387 -0.0862 -1.4343 0.338 -0.191 -0.186 -0.67
```
Forces are in eV/Å.

Entry 6:
Density functional theory data (wB97M-V/def2-TZVPD) for a molecular structure, C12H14AuN3OS2.

The calculation puts the largest force on an atom at 3.7 eV/Å. As for the spin multiplicity: 1. Its LUMO energy is 0.36 eV. For the total energy, the calculation gives -1637.2129 hartree. Its HOMO-LUMO gap is 7.7 eV.

XYZ file:
```
33
Properties=species:S:1:pos:R:3:forces:R:3:mulliken_charge:R:1
Au -1.9717 1.7552 1.2634 -0.550 -0.798 0.360 -0.13
S -4.3968 1.4542 0.8676 0.071 0.466 -0.081 -0.43
C -4.0113 -0.1790 0.5811 -0.437 0.827 -0.339 0.00
N -3.9607 -0.7482 -0.6367 0.266 0.063 1.130 -0.18
C -3.2096 -2.0184 -0.5596 -0.978 2.343 0.690 -0.35
C -3.4255 -2.3453 0.9225 1.625 -0.517 -1.073 -0.47
N -3.7784 -1.0803 1.5302 0.709 -0.584 0.077 -0.08
H -4.0517 -0.2065 -1.4744 0.078 0.300 0.020 0.24
H -2.2157 -1.8214 -0.8776 1.184 -0.064 0.087 0.13
H -3.6885 -2.6038 -1.2611 -0.708 -2.128 -1.063 0.34
H -2.5131 -2.8279 1.2685 -0.050 0.325 0.617 0.36
H -4.2081 -3.0366 0.9837 -1.333 -1.062 0.416 0.30
H -3.5195 -0.8665 2.4892 -0.256 0.323 -0.549 0.31
S 4.9289 0.2650 0.4834 0.281 0.070 -1.037 -0.18
C 5.0618 1.7575 -0.4812 -0.399 -0.709 1.153 -0.08
N 4.0500 2.0467 -1.1947 -0.486 -0.921 -0.868 -0.57
C 3.1548 0.9449 -1.2281 -0.565 1.633 -0.702 -0.31
C 1.9470 0.9671 -1.9922 0.107 -0.476 -0.779 -0.44
C 1.1616 -0.1553 -2.0125 1.486 -2.019 1.299 -0.49
C 1.6212 -1.3106 -1.2104 -2.565 1.640 -2.035 -0.39
C 2.7515 -1.3088 -0.4682 -0.687 0.260 0.361 -0.47
C 3.5156 -0.1441 -0.4569 0.340 0.431 0.465 1.05
H 5.9370 2.3699 -0.3886 0.166 0.327 0.216 0.45
H 1.6641 1.7290 -2.7248 0.549 0.324 0.721 0.37
H 0.2930 -0.2939 -2.6723 0.407 0.341 0.498 0.39
H 0.8849 -2.1132 -1.2316 0.629 -0.317 0.302 0.26
H 2.8783 -2.1294 0.1924 0.665 -0.554 0.434 0.39
C 0.9503 2.3916 1.6583 1.421 2.063 1.034 -0.66
C -0.0502 1.3286 1.7163 1.137 -2.204 -0.750 0.66
O 0.4341 0.1903 1.8474 -1.520 1.026 0.097 -0.58
H 1.7647 2.1733 0.9574 -0.374 -0.081 -0.189 -0.03
H 1.4854 2.4274 2.6422 -0.501 0.064 -0.507 0.27
H 0.5165 3.3888 1.4675 0.291 -0.391 -0.005 0.33
```
Forces are in eV/Å.

What did the third record say?
Density functional theory data (wB97M-V/def2-TZVPD) for a gas-phase ion, C12H13O (charge +1).

The calculation puts the largest force on an atom at 6.3 eV/Å. As for the spin multiplicity: 1. Its LUMO energy is -4.58 eV. For the total energy, the calculation gives -539.9572 hartree. Its HOMO-LUMO gap is 8.2 eV. Its charge is +1.

XYZ file:
```
26
Properties=species:S:1:pos:R:3:forces:R:3:mulliken_charge:R:1
C 3.8912 0.0604 0.2905 0.502 0.395 0.392 -0.64
C 3.6545 -1.1297 -0.3707 -0.348 -1.404 -0.916 -0.35
C 2.8248 0.9053 0.4554 -0.330 0.256 0.635 -0.69
C 2.3970 -1.6013 -0.7032 -1.759 0.210 -1.644 -0.74
C 1.5519 0.5711 -0.0637 -0.588 -0.544 1.073 1.01
C 1.2868 -0.7390 -0.5452 3.882 2.207 1.177 0.54
C 0.4898 1.5186 0.1921 -0.285 0.336 -1.132 -0.21
C -0.8121 1.2409 -0.0298 0.279 -4.302 -0.925 0.53
C -1.0222 -0.5140 -0.5870 1.547 5.404 2.935 0.76
C -2.0194 2.0354 0.2573 -1.339 -0.601 0.103 -1.77
C -3.1369 -1.1597 0.7093 4.044 1.477 0.868 -0.99
C -2.3028 -1.1357 -0.6705 -1.426 -1.149 0.204 -0.83
O 0.0459 -1.1512 -0.7830 -1.321 -1.635 -0.751 -0.26
H 4.8962 0.3096 0.6786 -0.761 -0.173 -0.348 0.39
H 4.4285 -1.7762 -0.7291 0.731 -0.117 0.369 0.41
H 2.8868 1.7677 1.1539 0.067 -0.359 -1.045 0.31
H 2.2010 -2.4977 -1.3528 0.603 0.647 1.153 0.33
H 0.8472 2.5519 0.4032 -0.660 -0.791 0.286 0.39
H -2.0228 3.0416 -0.0912 0.632 0.864 -0.395 0.47
H -2.2739 2.0890 1.3187 0.349 -0.155 0.085 0.35
H -2.9187 1.6194 -0.2032 0.150 -0.207 -0.095 0.36
H -2.8720 -2.0005 1.3885 -0.041 0.376 -0.915 0.34
H -4.1302 -1.1607 0.4854 -2.729 -0.106 -0.575 0.37
H -2.8869 -0.2187 1.3048 -0.497 -1.208 -0.813 0.27
H -2.7256 -0.4557 -1.4245 -0.954 -0.264 0.156 0.34
H -2.2779 -2.1708 -1.0840 0.252 0.844 0.119 0.32
```
Forces are in eV/Å.

Look up the spin multiplicity of the second one. 3

Look up the spin multiplicity of the fourth one. 1

Which formula does entry 4 have? C12H14AgCl4N2